Entry 1:
C46H50N7O2PdS4 | ωB97M-V with the def2-TZVPD basis set

```
110
Properties=species:S:1:pos:R:3:mulliken_charge:R:1
Pd 0.0359 0.7138 1.0886 -0.870
C -0.9699 -4.1558 1.6858 -1.881
C -0.9750 -2.8251 2.4334 3.336
C -0.5223 -3.0297 3.8827 -1.451
C -2.3048 -2.1053 2.4097 0.670
C -3.4965 -2.8041 2.2681 -0.513
C -4.7175 -2.1537 2.3491 -1.503
C -4.7514 -0.7944 2.5826 -0.766
C -3.5814 -0.0485 2.7121 0.909
C -3.7023 1.4358 3.0134 1.065
C -4.7352 2.1422 2.1312 -1.592
C -4.0666 1.6514 4.4876 -1.667
C -2.3441 -0.7141 2.6089 -1.080
N -1.1174 0.0191 2.6770 2.777
C -0.7458 0.4590 3.9010 -0.044
O -1.2416 0.1269 4.9782 -0.758
C 0.4073 1.4420 3.9035 -0.322
C 1.2214 1.7313 4.9885 -0.802
C 2.3276 2.5431 4.7630 -0.480
C 2.6359 2.9993 3.4844 -0.797
C 1.7732 2.6576 2.4554 -0.335
N 0.6708 1.9827 2.7294 0.383
C 2.0245 2.9046 0.9839 -0.074
O 2.8054 3.7966 0.6497 -0.777
N 1.3406 2.0887 0.1532 3.075
C 1.3970 2.3866 -1.2414 -1.058
C 0.6233 3.4307 -1.7776 0.996
C 0.5799 3.5850 -3.1617 -0.637
C 1.2894 2.7477 -4.0045 -1.740
C 2.1000 1.7614 -3.4637 -0.459
C 2.1824 1.5804 -2.0879 0.294
C 3.1064 0.5533 -1.4758 3.734
C 3.5821 -0.5219 -2.4490 -2.383
C 4.3010 1.2176 -0.7562 -1.575
C -0.1159 4.4254 -0.9025 1.014
C -1.5151 4.7656 -1.4207 -1.467
C 0.7046 5.7160 -0.7753 -1.674
H 0.0479 -4.5513 1.6464 0.275
H -1.3237 -4.0518 0.6583 0.411
H -1.5878 -4.9041 2.1892 0.514
H -0.2507 -2.1582 1.9668 -1.959
H -1.2097 -3.7067 4.3992 0.378
H -0.5030 -2.0899 4.4348 0.231
H 0.4787 -3.4685 3.9030 0.346
H -3.4716 -3.8716 2.0932 0.327
H -5.6405 -2.7095 2.2325 0.356
H -5.7099 -0.2947 2.6665 0.276
H -2.7297 1.8960 2.8306 -0.167
H -5.7493 1.8172 2.3779 0.415
H -4.5584 1.9477 1.0750 0.231
H -4.6908 3.2214 2.2965 0.415
H -5.0525 1.2249 4.6976 0.344
H -4.1088 2.7202 4.7168 0.421
H -3.3376 1.1772 5.1398 0.364
H 1.0068 1.3055 5.9586 0.522
H 2.9882 2.7834 5.5869 0.405
H 3.5308 3.5697 3.2781 0.519
H -0.0201 4.3809 -3.5871 0.316
H 1.2344 2.8800 -5.0786 0.375
H 2.6843 1.1312 -4.1218 0.393
H 2.5285 0.0627 -0.6985 -2.086
H 4.2620 -0.1124 -3.2015 0.547
H 2.7534 -1.0115 -2.9664 0.462
H 4.1326 -1.2868 -1.8957 0.448
H 4.1734 2.2966 -0.6676 0.317
H 5.2319 1.0225 -1.2947 0.466
H 4.4057 0.8149 0.2532 0.262
H -0.2247 3.9803 0.0873 -0.258
H -1.4668 5.3546 -2.3404 0.398
H -2.0462 5.3656 -0.6784 0.423
H -2.1028 3.8690 -1.6121 0.152
H 0.7914 6.2002 -1.7528 0.347
H 1.7025 5.5057 -0.3962 0.374
H 0.2086 6.4155 -0.0964 0.423
N -0.7248 0.2504 -2.1108 1.238
C -1.8120 0.8632 -1.6644 -0.240
S -1.9503 1.3843 -0.0619 -0.258
N -2.8451 1.0867 -2.5105 0.183
C -2.9522 0.6756 -3.8615 0.111
C -3.4332 1.5827 -4.7997 -0.487
C -3.5779 1.2001 -6.1230 -0.593
C -3.2237 -0.0813 -6.5240 -0.405
C -2.7417 -0.9830 -5.5876 -0.673
C -2.6182 -0.6176 -4.2549 -0.231
H 0.0637 0.2881 -1.4756 -1.445
H -0.5486 0.1217 -3.0952 0.437
H -3.6044 1.6181 -2.1152 0.320
H -3.6770 2.5903 -4.4854 0.401
H -3.9543 1.9123 -6.8459 0.374
H -3.3253 -0.3751 -7.5603 0.385
H -2.4720 -1.9880 -5.8849 0.401
H -2.2802 -1.3373 -3.5217 0.590
S 1.1963 -4.4189 -2.6241 -0.331
C 1.6992 -3.5774 -1.2768 -0.024
S 0.8729 -2.1643 -0.7017 0.103
C 1.9652 -2.0413 0.6637 0.330
N 2.8655 -2.9699 0.6699 -0.934
N 2.7124 -3.8171 -0.4193 1.061
C 3.6453 -4.8901 -0.4841 0.385
C 4.0046 -5.5157 0.7034 -0.379
C 4.9256 -6.5498 0.6805 -0.640
C 5.4916 -6.9587 -0.5193 -0.419
C 5.1391 -6.3151 -1.6961 -0.718
C 4.2195 -5.2767 -1.6865 -0.528
S 1.8488 -0.7645 1.8005 -0.396
H 3.5680 -5.1739 1.6314 0.438
H 5.2003 -7.0376 1.6070 0.351
H 6.2104 -7.7681 -0.5348 0.366
H 5.5852 -6.6161 -2.6355 0.354
H 3.9447 -4.7728 -2.5999 0.345
```

Values from the calculation:
- Total charge: -1
- HOMO energy: -0.1873 hartree
- Relative energy (zero: lowest compared OMol25 entry of this formula, charge and spin): 75.4 kJ/mol
- LUMO energy: 2.11 eV

---

Entry 2:
C4H8ClN2S | ωB97M-V with the def2-TZVPD basis set

```
16
Properties=species:S:1:pos:R:3:mulliken_charge:R:1
C 1.6815 -1.7535 -0.6978 -1.200
C 0.4656 -1.1442 -0.0318 0.681
N -0.6488 -1.6776 0.0931 -0.482
S -1.8550 -0.8970 0.8661 0.054
C -0.8363 0.7697 0.7928 -0.558
N -1.6079 1.6788 -0.0176 -0.275
C 0.5727 0.3926 0.1428 -0.192
Cl 1.7858 0.8598 1.4173 -0.124
H 1.8849 -2.8312 -0.6580 0.383
H 2.5218 -1.1987 -0.3894 0.339
H 1.4264 -1.7283 -1.7489 0.324
H -0.7712 1.1935 1.8217 0.540
H -2.5542 1.7190 0.4347 0.378
H -1.7732 1.3367 -0.9628 0.345
H -1.2040 2.5626 -0.2427 0.328
H 0.9120 0.7177 -0.8197 0.459
```

Values from the calculation:
- Total charge: +1
- SMILES: CC1=NS[C@H]([NH3+])[C@H]1Cl
- HOMO energy: -0.4846 hartree
- Relative energy (zero: lowest compared OMol25 entry of this formula, charge and spin): 0.0 kJ/mol
- LUMO energy: -4.02 eV

---

Entry 3:
C4H18NO5 | ωB97M-V with the def2-TZVPD basis set

```
28
Properties=species:S:1:pos:R:3:mulliken_charge:R:1
C -0.0219 -1.7626 0.4108 -0.435
O -0.5634 -2.3986 -0.7429 -0.629
C 1.1640 -0.9241 -0.0572 -0.368
C 2.0772 -0.4001 1.0327 -0.512
C 1.5337 1.0079 1.5449 -0.453
N 2.6132 1.9375 1.9216 -0.624
H -0.7538 -1.0916 0.8235 0.151
H 0.1888 -2.4536 1.2282 0.375
H 1.8399 -1.4373 -0.7476 0.300
H 0.6576 -0.1383 -0.5946 0.182
H 2.0600 -0.9842 1.9592 0.277
H 3.0408 -0.1639 0.5774 0.328
H 0.8543 0.7763 2.3782 0.265
H 1.0311 1.5517 0.7275 0.252
H 2.9645 2.3790 1.0918 0.223
H 3.2789 1.5251 2.5395 0.214
H -1.2266 -0.7070 -3.2255 0.433
H 0.1596 -0.3228 -3.6774 0.283
O -0.7104 -0.4863 -4.0548 -0.717
H -1.9719 1.9413 -1.0377 0.262
H -2.6526 0.6160 -1.2387 0.472
O -2.8093 1.5429 -0.7733 -0.828
H -2.8932 -1.1953 -1.8367 0.188
H -1.1236 -1.6286 -1.1550 0.469
O -2.0918 -0.6498 -1.8078 -1.071
H -1.5839 1.4983 1.8537 0.259
H -2.6431 0.9315 0.9534 0.389
O -2.4178 1.0367 1.9069 -0.686
```

Values from the calculation:
- Total charge: -1
- HOMO energy: -0.2055 hartree
- Relative energy (zero: lowest compared OMol25 entry of this formula, charge and spin): 109.4 kJ/mol
- LUMO energy: 3.28 eV